{"formula": "C36H40AlBrGeO2P2", "method": "ωB97M-V with the def2-TZVPD basis set", "homo_lumo_gap_ev": 3.420, "fmax_ha_per_bohr": 0.0134, "spin_multiplicity": 1, "total_charge": -2, "e_above_lowest_kcal_mol": 0.0, "symbols": ["H", "H", "C", "C", "C", "H", "H", "H", "H", "C", "P", "H", "C", "H", "C", "C", "H", "C", "C", "C", "O", "C", "H", "C", "H", "C", "C", "H", "H", "C", "H", "C", "H", "C", "C", "H", "H", "H", "C", "C", "C", "H", "C", "H", "H", "C", "O", "C", "H", "Br", "P", "C", "H", "C", "C", "H", "H", "H", "H", "C", "H", "H", "C", "C", "Al", "C", "H", "H", "H", "H", "C", "H", "C", "H", "C", "H", "H", "H", "C", "H", "H", "Ge", "C"], "coordinates": [[4.85, 0.08, 0.79], [-2.64, 2.07, -4.05], [-5.92, -0.19, -3.02], [-0.11, 3.55, -0.83], [-3.11, -4.61, 0.26], [-0.91, 3.61, -2.80], [1.78, -0.72, 4.69], [-2.54, -3.91, 6.55], [-4.38, 0.52, -0.33], [1.60, 1.64, 2.86], [0.25, 0.39, 3.14], [-4.33, 2.61, -4.00], [-3.68, 1.74, -4.14], [4.22, -1.46, 0.17], [-2.84, -4.92, 3.31], [0.44, 4.25, 0.23], [2.83, 4.52, 4.20], [1.74, 2.75, 3.70], [-2.25, -2.67, 4.79], [0.84, -0.17, 4.80], [-0.63, 1.52, 0.38], [-1.15, 1.44, 3.69], [-2.03, -1.78, 5.36], [-0.22, 5.55, -2.16], [4.48, 4.20, 2.36], [0.66, 5.61, 0.07], [-2.58, -3.72, 2.59], [-3.20, -1.28, -4.55], [-1.49, 2.06, 2.85], [-2.04, -2.44, 0.57], [-3.84, 1.34, -5.15], [-2.59, -4.72, -1.05], [-5.51, -7.03, -0.07], [-2.54, -3.86, 5.47], [-1.58, -1.45, 0.00], [-6.61, 0.60, -2.69], [-4.50, -7.23, -2.33], [4.12, -1.10, 1.89], [-0.45, 4.19, -2.02], [2.51, 1.48, 1.81], [-0.49, 2.10, -0.74], [-2.65, -5.68, -2.96], [2.67, 0.87, -0.97], [-3.01, -5.93, 5.18], [0.99, 0.65, 5.51], [-4.19, -5.47, 0.56], [-0.79, 1.47, -1.78], [-2.25, -2.60, 3.42], [-1.97, 0.77, 3.95], [1.38, 6.66, 1.48], [2.37, 0.03, 0.64], [-4.12, -6.51, -1.62], [-4.68, -5.36, 1.52], [-3.01, -1.18, -3.47], [-2.59, -3.60, 1.17], [-1.94, -1.07, -3.32], [1.83, 1.50, -1.24], [-2.02, -1.67, 2.92], [-0.50, 6.06, -3.07], [-3.66, 1.01, -1.00], [4.27, 2.28, 0.86], [-3.03, -5.84, 2.76], [4.06, -0.66, 0.90], [2.76, 3.67, 3.54], [-1.96, 0.34, -0.56], [3.68, 3.49, 2.51], [0.50, 7.33, -1.19], [3.59, 1.46, -1.01], [-6.11, -0.40, -4.08], [-3.31, -2.11, -2.97], [0.34, 6.26, -1.11], [-1.80, -4.04, -1.34], [-3.08, -5.64, -1.96], [1.03, 2.89, 4.51], [-4.67, -6.40, -0.35], [-0.93, 2.08, 4.55], [-6.13, -1.09, -2.44], [0.10, -0.87, 5.21], [-2.81, -4.98, 4.69], [2.74, 0.08, -1.73], [0.67, 3.75, 1.16], [-4.04, 0.37, -2.73], [3.55, 2.41, 1.66]]}

{"formula": "C49H42NP2S2SiTi", "method": "ωB97M-V with the def2-TZVPD basis set", "homo_lumo_gap_ev": [6.470, 6.493], "fmax_ha_per_bohr": 0.0134, "spin_multiplicity": 2, "s2": 0.76, "e_above_lowest_kcal_mol": 0.9, "symbols": ["C", "H", "H", "H", "H", "S", "H", "C", "H", "C", "C", "H", "C", "H", "C", "C", "C", "C", "C", "H", "H", "C", "C", "H", "Si", "H", "C", "H", "C", "H", "C", "H", "C", "C", "C", "C", "H", "H", "C", "C", "P", "H", "C", "H", "H", "C", "H", "C", "C", "C", "H", "C", "C", "C", "C", "C", "H", "H", "C", "H", "H", "H", "C", "C", "H", "C", "C", "H", "S", "H", "H", "C", "C", "C", "H", "C", "C", "C", "H", "H", "C", "P", "H", "C", "H", "Ti", "H", "H", "H", "C", "N", "C", "C", "C", "H", "H", "C", "H"], "coordinates": [[-0.72, -1.26, 4.59], [-3.61, 2.72, -7.01], [2.10, 0.56, 7.24], [2.98, -3.44, 0.44], [3.62, -1.93, 4.18], [-1.53, 2.78, 1.57], [-3.72, 0.34, -6.33], [0.27, -5.18, 2.13], [1.44, -3.79, 3.28], [3.33, -2.49, 0.04], [-5.33, 4.68, -0.10], [1.43, -3.63, -2.10], [4.17, -0.08, -1.03], [3.89, 3.13, -2.25], [0.92, 0.26, 3.43], [2.34, 3.99, -1.03], [2.02, -2.77, -3.97], [3.18, -0.09, -0.06], [-0.11, -3.03, 0.32], [0.59, 4.62, 0.07], [2.43, 1.39, -3.21], [0.17, 2.99, -1.26], [2.83, -1.22, 4.42], [-0.92, 0.84, 4.39], [-0.57, -1.56, -0.84], [-0.83, -1.67, 6.69], [2.03, 2.11, -2.52], [0.60, -2.30, 5.90], [-0.10, 0.13, 4.58], [-0.90, 3.06, -1.05], [-0.48, -2.15, 5.77], [-0.97, -3.11, 5.65], [-3.41, 4.75, 1.34], [-2.29, -2.06, -1.48], [1.10, -0.62, -4.50], [2.80, -0.74, 5.69], [-2.33, -0.48, -4.46], [-6.23, 5.14, -0.50], [0.68, -2.91, 1.48], [2.75, -1.30, 0.47], [-0.52, 0.79, -2.66], [4.50, 0.86, -1.45], [1.00, 3.94, -0.67], [-2.69, -1.27, -2.11], [-2.99, -2.18, -0.65], [-2.16, 3.23, -5.52], [-4.86, 6.31, 1.22], [0.86, -3.96, 2.38], [4.33, -2.47, -0.92], [-3.78, 2.82, -0.06], [-5.52, 2.91, -1.30], [0.37, 0.04, 1.99], [1.34, -2.78, -2.76], [-3.06, 1.02, -5.81], [0.45, -0.61, -3.27], [-4.93, 3.44, -0.55], [2.75, 0.85, 0.27], [0.41, -6.01, 2.82], [-4.56, 5.34, 0.85], [-0.72, 3.46, -3.94], [-2.81, 5.25, 2.09], [4.78, -3.40, -1.25], [0.53, -1.70, -2.39], [-3.00, 2.36, -6.19], [-0.98, -6.30, 0.79], [-1.80, -0.97, 2.36], [-2.28, 0.57, -4.76], [0.04, 1.22, 6.49], [-3.35, 1.21, -0.67], [1.36, 1.26, 3.50], [-2.28, -2.99, -2.06], [1.80, 0.15, 6.28], [-3.00, 3.48, 0.90], [-1.38, 2.78, -4.47], [5.53, -1.25, -2.21], [4.75, -1.27, -1.46], [-0.71, -4.28, 0.12], [-1.50, -1.69, 3.59], [3.60, -1.04, 6.36], [-1.36, -4.43, -0.74], [-1.43, 1.44, -4.09], [1.54, -1.37, 1.82], [-1.99, -2.65, 3.68], [1.89, -1.70, -4.85], [0.70, 0.88, 1.34], [-1.09, 0.98, -0.10], [-2.12, 4.27, -5.81], [0.98, 0.22, -5.19], [2.64, -3.62, -4.25], [1.94, -0.86, 3.39], [-1.02, -0.21, 1.69], [0.58, 0.52, 5.87], [-0.51, -5.34, 0.99], [0.67, 2.07, -2.19], [2.41, -1.71, -5.80], [-2.78, -1.11, 1.92], [2.84, 3.08, -1.97], [2.99, 4.72, -0.58]]}

{"formula": "H4OS2", "method": "ωB97M-V with the def2-TZVPD basis set", "homo_lumo_gap_ev": 10.227, "fmax_ha_per_bohr": 0.0225, "spin_multiplicity": 1, "smiles": "SS.O", "e_above_lowest_kcal_mol": 3.0, "symbols": ["H", "H", "O", "S", "H", "H", "S"], "coordinates": [[1.11, -2.13, 0.94], [-1.47, -2.05, -0.58], [0.24, 2.54, 0.04], [1.02, -1.37, -0.17], [0.17, 1.69, 0.53], [-0.06, 2.33, -0.87], [-1.00, -1.00, 0.12]]}

{"formula": "CH5N3O", "method": "ωB97M-V with the def2-TZVPD basis set", "homo_lumo_gap_ev": 9.539, "fmax_ha_per_bohr": 0.1517, "spin_multiplicity": 1, "smiles": "N/N=C/NO", "e_above_lowest_kcal_mol": 104.0, "symbols": ["H", "H", "H", "H", "H", "O", "C", "N", "N", "N"], "coordinates": [[-2.33, -0.40, 1.00], [1.73, 1.29, 0.18], [1.28, -1.10, 0.28], [-0.07, 1.59, 0.23], [-2.69, -0.42, -0.71], [1.95, -0.59, 0.10], [-0.11, 0.50, 0.05], [-0.91, -0.45, -0.23], [-2.17, 0.04, 0.11], [1.24, 0.51, -0.18]]}